{
  "formula": "C43H65Cl12N9",
  "method": "the ωB97M-V functional and the def2-TZVPD basis",
  "symbols": ["C", "C", "N", "C", "C", "C", "C", "H", "H", "H", "H", "H", "H", "H", "H", "H", "H", "H", "H", "H", "H", "H", "C", "C", "N", "C", "C", "C", "C", "H", "H", "H", "H", "H", "H", "H", "H", "H", "H", "H", "H", "H", "H", "H", "C", "Cl", "Cl", "Cl", "Cl", "C", "Cl", "Cl", "Cl", "Cl", "C", "Cl", "Cl", "Cl", "Cl", "N", "C", "C", "C", "C", "H", "H", "H", "H", "H", "N", "C", "C", "C", "C", "H", "H", "H", "H", "H", "N", "C", "C", "C", "C", "H", "H", "H", "H", "H", "N", "C", "C", "C", "C", "H", "H", "H", "H", "H", "N", "C", "C", "C", "C", "H", "H", "H", "H", "H", "N", "C", "C", "C", "C", "H", "H", "H", "H", "H", "N", "C", "C", "C", "C", "H", "H", "H", "H", "H"],
  "coordinates": [[0.8173, 1.1322, -0.9377], [1.3628, -0.2336, -1.2457], [0.4042, -1.3393, -1.1799], [-0.5431, -1.3186, -0.0119], [-1.8806, -0.8847, -0.5065], [1.0915, -2.6060, -1.4291], [0.1229, -3.5953, -2.0685], [-0.0729, 1.2668, -1.5522], [1.5769, 1.9074, -1.0380], [0.5587, 1.2349, 0.1162], [1.8741, -0.1300, -2.2028], [2.1303, -0.3852, -0.4867], [-0.7494, -2.3350, 0.3234], [-0.2400, -0.7260, 0.8512], [-2.5677, -0.7660, 0.3313], [-1.7666, 0.0033, -1.1281], [-2.3712, -1.6488, -1.1094], [1.4997, -2.9987, -0.4979], [1.9675, -2.4454, -2.0576], [-0.7588, -3.6290, -1.4285], [0.3850, -4.6371, -2.2533], [-0.1956, -3.2342, -3.0463], [-0.9423, 5.7469, -0.1922], [0.3707, 6.2418, 0.2526], [0.7997, 5.9035, 1.6524], [0.7237, 4.4434, 1.9373], [1.8562, 3.5147, 1.4605], [2.0928, 6.5470, 2.0972], [1.9159, 8.0970, 2.1037], [-1.0775, 4.7241, -0.5440], [-1.2013, 6.3011, -1.0944], [-1.7455, 6.1764, 0.4064], [1.1812, 5.9008, -0.3915], [0.3372, 7.3278, 0.1658], [0.5337, 4.4696, 3.0102], [-0.2426, 4.1271, 1.5446], [1.7188, 3.4036, 0.3849], [2.8319, 3.9889, 1.5660], [1.7418, 2.5233, 1.8987], [2.9004, 6.3090, 1.4050], [2.3043, 6.2036, 3.1099], [2.5571, 8.5466, 2.8619], [0.9481, 8.3262, 2.5497], [1.9899, 8.5504, 1.1152], [-4.1659, 2.5777, -2.1142], [-2.4352, 2.6484, -1.4190], [-5.2397, 3.6542, -1.2662], [-4.0710, 2.9011, -3.8925], [-4.7166, 0.9727, -1.7020], [6.0124, -2.1173, -2.0763], [5.9985, -1.9777, -0.2358], [6.5000, -0.5808, -2.6932], [7.0640, -3.3585, -2.7221], [4.4249, -2.3997, -2.7902], [4.0309, -4.0149, 3.0319], [3.5341, -3.2892, 4.5561], [5.7104, -3.4605, 2.7574], [3.9419, -5.6983, 3.2740], [2.8992, -3.3897, 1.8624], [-1.0639, 0.0989, -3.9017], [-2.2454, -0.3242, -4.4389], [-2.4581, 0.5370, -5.4936], [-1.3724, 1.4038, -5.7293], [-0.6182, 1.2052, -4.5721], [-0.6666, -0.3347, -3.0805], [-2.8699, -1.1123, -4.0448], [-3.3213, 0.4471, -6.1363], [-1.1712, 2.1526, -6.4811], [0.3202, 1.6451, -4.2684], [3.8602, 0.4812, 4.1558], [5.1825, 0.2080, 3.8797], [5.3271, 0.1233, 2.4897], [4.0592, 0.1687, 1.9253], [3.2414, 0.2950, 3.0007], [3.4236, 0.5782, 5.0614], [5.9189, 0.2719, 4.6672], [6.2376, 0.0582, 1.9125], [3.7514, 0.0577, 0.8960], [2.1707, 0.4364, 2.9956], [-3.4710, 3.8416, 3.2891], [-4.7438, 3.3969, 3.3873], [-4.8830, 2.3728, 2.5091], [-3.7240, 1.9987, 1.9160], [-2.7845, 2.9261, 2.4834], [-3.1124, 4.6393, 3.7943], [-5.4801, 3.9431, 3.9582], [-5.7951, 1.8764, 2.2123], [-3.5714, 1.2860, 1.1191], [-1.7349, 3.0063, 2.2418], [-6.0045, -4.4333, -1.1835], [-4.6381, -4.6293, -1.2807], [-4.2026, -3.8036, -2.3319], [-5.2868, -3.2896, -3.0292], [-6.4421, -3.6949, -2.3367], [-6.6060, -4.9126, -0.5288], [-4.1273, -5.1821, -0.5062], [-3.2311, -3.5681, -2.7408], [-5.1918, -2.5408, -3.8016], [-7.4684, -3.4618, -2.5791], [-1.7789, -0.8291, 3.4655], [-0.5027, -1.2576, 3.5991], [0.2237, -0.5634, 4.6076], [-0.7203, 0.3533, 5.1032], [-1.8347, 0.2728, 4.3347], [-2.4890, -1.1611, 2.8286], [-0.0431, -2.0464, 3.0220], [1.1925, -0.8399, 4.9966], [-0.4838, 1.0121, 5.9256], [-2.7887, 0.7768, 4.3808], [3.4913, -1.9947, -6.0819], [3.5143, -0.6729, -5.7524], [2.2813, -0.3511, -5.2905], [1.5217, -1.4614, -5.3607], [2.3128, -2.5245, -5.6916], [4.2953, -2.4977, -6.4292], [4.4522, -0.1390, -5.7928], [2.0771, 0.6426, -4.9199], [0.5057, -1.5758, -5.0128], [2.1353, -3.5802, -5.8343], [0.0993, -5.6653, 1.8048], [0.1426, -5.5897, 3.2116], [-0.8570, -6.4598, 3.6165], [-1.4414, -7.0404, 2.5685], [-0.8557, -6.5525, 1.4367], [0.5370, -5.1033, 1.0889], [0.6210, -4.8560, 3.8435], [-1.2596, -6.4848, 4.6184], [-2.2623, -7.7418, 2.5910], [-1.0204, -6.7095, 0.3810]],
  "forces_ev_per_a": [[-0.7, -0.1, 0.4], [0.5, 0.3, 1.1], [0.1, 0.4, -0.3], [0.3, -0.8, -1.2], [-0.8, 0.4, -0.3], [-0.3, -0.3, 0.0], [-0.7, 0.1, -0.1], [0.1, 0.8, 0.1], [-0.1, -0.1, -0.7], [-0.5, -0.2, 0.0], [-0.2, -0.8, -0.3], [0.7, -0.4, 0.1], [0.8, -0.4, 0.3], [0.5, 0.1, -0.1], [-0.1, 0.6, 0.0], [-0.6, 0.2, 0.4], [0.3, -0.2, -0.3], [0.1, -0.3, 0.4], [-0.3, 0.2, -0.1], [-0.3, 0.0, -0.1], [0.8, 0.0, 0.4], [-0.1, 0.3, 0.0], [-1.5, 0.6, -1.2], [2.1, 0.2, 1.3], [0.2, -0.1, -0.3], [-0.4, 1.2, 0.5], [-0.9, 0.9, -0.6], [-2.1, 0.7, -1.1], [-0.3, -0.8, 1.0], [0.0, -0.2, 0.8], [0.4, 0.1, -0.6], [-0.1, -0.8, 0.7], [0.1, -0.1, -0.6], [0.2, 0.1, 0.2], [0.6, -0.7, 0.4], [0.2, -0.2, -0.3], [0.1, -0.1, -0.1], [0.1, -0.4, 0.5], [0.4, 0.2, 0.1], [0.4, -0.3, 0.1], [0.1, -0.2, -0.1], [0.7, 0.1, -0.5], [-0.4, -0.1, -0.4], [0.2, 0.1, 0.2], [-0.5, -0.1, -0.4], [3.1, 0.4, 1.3], [-1.2, 1.7, 0.7], [-0.5, 0.2, -1.3], [-0.9, -2.2, -0.2], [-0.6, 0.2, 0.4], [-0.1, -0.6, -1.6], [0.7, 1.1, -0.2], [0.5, -0.4, 0.6], [-0.4, -0.3, 0.6], [0.4, 1.4, 0.9], [-0.2, 0.6, 1.0], [-0.4, -0.4, -0.4], [0.1, -1.5, -0.5], [0.1, -0.2, -0.9], [-0.3, 0.2, 0.6], [0.2, 1.2, -0.8], [-1.4, -1.3, -1.9], [0.3, -0.2, 2.7], [1.2, -0.6, -0.8], [0.2, 0.3, 0.2], [0.2, 0.2, 0.1], [-0.1, 0.1, 0.0], [-0.4, -0.1, 0.1], [-0.1, 0.1, 0.0], [1.8, -1.3, 0.2], [1.2, 1.1, -0.2], [1.3, -0.2, 1.2], [-0.4, -0.4, 0.2], [-4.2, 1.3, -1.3], [0.2, -0.1, -0.3], [0.1, -0.1, -0.2], [0.2, -0.1, 0.4], [0.1, 0.1, 0.1], [-0.1, -0.2, -0.2], [1.4, -1.7, -0.4], [-1.0, 1.1, 0.0], [-3.5, -1.4, 0.0], [3.7, 2.3, 1.0], [-0.6, -0.4, -1.3], [0.3, -0.4, -0.2], [0.0, -0.1, -0.1], [-0.4, 0.2, 0.4], [0.2, 0.1, 0.2], [-0.2, 0.3, 0.2], [-0.4, 0.4, -2.6], [-0.2, 1.9, -0.4], [0.8, -1.3, 0.3], [-2.2, -0.1, 1.5], [1.7, -0.1, 0.8], [0.1, 0.1, -0.3], [0.1, 0.1, -0.2], [0.4, -0.5, 0.7], [-0.4, -0.3, -0.2], [0.0, -0.2, 0.5], [1.8, 1.9, 1.4], [2.7, -1.1, 0.7], [-2.2, -1.7, -1.7], [0.9, 0.7, 0.2], [-2.7, -0.7, -0.1], [0.3, 0.3, 0.1], [-0.5, -0.2, -0.2], [0.0, 0.1, -0.2], [-0.5, 0.3, -0.1], [0.2, 0.3, 0.2], [1.7, -0.1, 0.3], [1.4, -0.1, -0.5], [1.6, 3.2, 0.1], [-2.8, -2.7, 1.6], [-0.4, -0.7, -1.4], [-0.3, 0.0, 0.2], [-0.2, 0.2, -0.2], [-0.4, -0.2, -0.1], [-0.1, 0.2, -0.1], [-0.3, 0.2, 0.0], [0.4, 0.4, 1.0], [-1.2, -0.3, -1.1], [1.5, 2.1, 3.4], [-2.0, -2.0, -2.8], [0.2, 0.1, -0.8], [0.4, 0.1, 0.6], [0.4, 0.0, -0.6], [0.4, -0.3, 0.2], [0.1, 0.0, 0.0], [-0.1, -0.2, 0.1]],
  "e_homo_ev": [-0.59, -5.25],
  "total_energy_ha": -7692.30752,
  "spin_multiplicity": 2,
  "charge": -1,
  "lumo_energy_ha": [0.05605, 0.05605]
}